Entry w
Entry from OMol25: a cluster of 2 separate species, C2H2O3S in total (ωB97M-V/def2-TZVPD).

The geometry in XYZ format:
```
8
Properties=species:S:1:pos:R:3:mulliken_charge:R:1
C 0.982 -0.796 0.331 -0.30
C 1.097 0.527 -0.209 0.00
O -1.875 0.326 1.487 -0.35
O -1.906 -0.579 -0.751 -0.38
O 1.624 -0.687 -0.757 -0.16
S -1.929 -0.836 0.654 0.70
H 0.059 0.918 -0.634 0.18
H 1.947 1.127 -0.120 0.31
```

Computed properties:
E_HOMO   -0.3729 Ha
LUMO   -1.074 eV
HOMO-LUMO gap   9.07 eV

---

Entry x
Entry from OMol25: a cluster of 3 separate species, C2H2O3S in total (ωB97M-V/def2-TZVPD).

The geometry in XYZ format:
```
8
Properties=species:S:1:pos:R:3:mulliken_charge:R:1
C 0.549 -0.681 0.287 0.93
C 1.602 -0.066 -0.073 -0.93
O -0.459 -1.207 0.579 -0.46
O -2.167 0.056 -1.368 -0.41
O -1.821 1.340 0.665 -0.41
S -2.346 0.143 0.060 0.75
H 2.764 0.092 0.872 0.20
H 1.879 0.323 -1.022 0.33
```

Computed properties:
E_HOMO   -0.3720 Ha
LUMO   -0.803 eV
HOMO-LUMO gap   9.32 eV

---

Relative energies, unit hartree: entry w 0.0451; entry x 0.0000

---

Entry w
Entry from OMol25: a cluster of 2 separate species, C2H2O3S in total (ωB97M-V/def2-TZVPD).

The geometry in XYZ format:
```
8
Properties=species:S:1:pos:R:3:mulliken_charge:R:1
C 1.259 1.236 -0.581 -0.29
C 1.197 0.082 0.273 -0.16
O -1.615 -0.442 1.076 -0.42
O -1.640 -1.089 -1.299 -0.41
O 0.125 0.850 -0.312 0.00
S -1.984 -0.110 -0.295 0.81
H 1.289 -0.876 -0.194 0.25
H 1.369 0.350 1.331 0.22
```

Computed properties:
E_HOMO   -0.3725 Ha
LUMO   -0.800 eV
HOMO-LUMO gap   9.34 eV

---

Entry x
Entry from OMol25: a cluster of 2 separate species, C2H2O3S in total (ωB97M-V/def2-TZVPD).

The geometry in XYZ format:
```
8
Properties=species:S:1:pos:R:3:mulliken_charge:R:1
C 0.464 -0.790 0.233 0.87
C 1.528 -0.481 -0.519 -0.81
O -2.976 1.566 0.574 -0.44
O -0.943 0.918 -0.554 -0.40
O -0.348 -1.066 1.077 -0.48
S -1.848 0.704 0.518 0.75
H 2.428 -0.695 0.192 0.19
H 1.695 -0.155 -1.521 0.32
```

Computed properties:
E_HOMO   -0.3506 Ha
LUMO   -0.869 eV
HOMO-LUMO gap   8.67 eV

---

Entry y
Entry from OMol25: a cluster of 2 separate species, C2H2O3S in total (ωB97M-V/def2-TZVPD).

The geometry in XYZ format:
```
8
Properties=species:S:1:pos:R:3:mulliken_charge:R:1
C -0.410 0.207 0.947 0.84
C -1.429 0.586 0.302 -0.95
O 2.482 0.178 -0.862 -0.41
O 0.469 -1.197 -1.022 -0.41
O 0.553 -0.061 1.520 -0.41
S 1.753 -0.992 -0.408 0.74
H -2.051 -0.115 -0.166 0.30
H -1.366 1.395 -0.312 0.31
```

Computed properties:
E_HOMO   -0.3692 Ha
LUMO   -0.639 eV
HOMO-LUMO gap   9.41 eV

---

Relative energies, unit hartree: entry w 0.0966; entry x 0.0174; entry y 0.0000

---

Entry w
Entry from OMol25: a structure of composition C6H12N2O (ωB97M-V/def2-TZVPD).

The geometry in XYZ format:
```
21
Properties=species:S:1:pos:R:3:mulliken_charge:R:1
C -2.752 -0.141 -0.541 -1.46
C 2.093 0.956 -0.348 -1.44
C 1.766 -1.564 -0.229 -1.32
C -0.483 0.484 0.507 0.77
C -1.480 -0.420 0.181 0.36
C 1.312 -0.196 0.231 0.92
N -0.599 1.889 0.352 -0.53
O -1.327 -1.655 0.662 -0.65
N 0.527 -0.118 1.310 -0.91
H -0.495 -1.502 1.259 0.49
H -1.509 2.180 0.024 0.24
H -0.378 2.363 1.220 0.25
H -3.529 0.199 0.150 0.31
H -2.619 0.621 -1.308 0.40
H -3.102 -1.060 -1.009 0.37
H 1.820 1.907 0.103 0.38
H 3.159 0.771 -0.186 0.43
H 2.390 -1.512 -1.121 0.37
H 0.914 -2.221 -0.396 0.39
H 2.369 -2.012 0.564 0.30
H 1.924 1.029 -1.424 0.34
```

Computed properties:
E_HOMO (spin up / spin down)   -0.2600 / -0.2600 Ha
LUMO (spin up / spin down)   0.549 / 0.549 eV
HOMO-LUMO gap (spin up / spin down)   7.62 / 7.62 eV

---

Entry x
Entry from OMol25: an isolated molecule of C6H12N2O (ωB97M-V/def2-TZVPD).

The geometry in XYZ format:
```
21
Properties=species:S:1:pos:R:3:mulliken_charge:R:1
H -1.636 1.622 1.770 0.26
N -1.156 1.061 2.468 -0.82
C -0.168 0.404 2.015 0.40
N 0.612 -0.308 2.877 -0.44
C 0.293 0.428 0.594 0.14
C 0.901 1.725 0.132 -1.54
C 0.079 -0.630 -0.191 0.85
O -0.492 -1.759 0.359 -0.57
C 0.377 -0.718 -1.664 -0.80
C -0.908 -0.632 -2.491 -0.97
H 1.103 -1.108 2.500 0.26
H 0.213 -0.428 3.797 0.27
H 1.220 2.287 1.007 0.40
H 0.173 2.330 -0.412 0.26
H 1.767 1.564 -0.517 0.40
H -0.618 -2.412 -0.336 0.35
H 1.058 0.084 -1.957 0.26
H 0.873 -1.673 -1.860 0.36
H -0.698 -0.833 -3.540 0.36
H -1.648 -1.365 -2.145 0.30
H -1.343 0.362 -2.407 0.29
```

Computed properties:
E_HOMO   -0.3124 Ha
LUMO   0.682 eV
HOMO-LUMO gap   9.18 eV
Structure (SMILES)   [H]/N=C(N)\C(C)=C(/O)CC

---

Relative energies, unit hartree: entry w 0.0898; entry x 0.0000

---

Entry w
Entry from OMol25: a structure of composition C6H12N2O (ωB97M-V/def2-TZVPD).

The geometry in XYZ format:
```
21
Properties=species:S:1:pos:R:3:mulliken_charge:R:1
C 0.032 0.395 1.862 -0.76
C 1.097 1.129 1.145 -0.62
C 1.515 0.046 -0.367 -0.65
C 0.974 -0.266 -1.756 -1.03
C -1.512 0.387 -0.131 0.29
C -0.521 -0.454 0.684 0.81
N -2.489 -0.351 -0.708 -0.34
N -0.549 -1.732 0.856 -0.88
O -1.419 1.589 -0.282 -0.61
H -3.226 0.130 -1.199 0.25
H -2.617 -1.316 -0.450 0.23
H -0.684 -2.262 -0.001 0.26
H 0.409 -0.307 2.601 0.35
H -0.740 1.057 2.248 0.27
H 0.779 2.051 0.673 0.31
H 2.064 1.106 1.640 0.42
H 2.367 0.702 -0.555 0.44
H 1.969 -0.831 0.093 0.31
H 1.785 -0.655 -2.375 0.39
H 0.204 -1.042 -1.745 0.31
H 0.563 0.626 -2.233 0.25
```

Computed properties:
E_HOMO   -0.3407 Ha
LUMO   0.431 eV
HOMO-LUMO gap   9.70 eV

---

Entry x
Entry from OMol25: a structure of composition C6H12N2O (ωB97M-V/def2-TZVPD).

The geometry in XYZ format:
```
21
Properties=species:S:1:pos:R:3:mulliken_charge:R:1
C 1.440 -0.805 -0.089 -1.78
C 0.571 0.127 2.088 -1.57
N -1.756 -0.827 -0.759 -0.48
C -1.123 -0.231 0.225 0.41
C 0.327 -0.074 0.609 1.82
N -1.132 -1.354 -1.835 -0.28
C -0.108 1.394 -0.254 -0.38
C 0.257 1.683 -1.491 -0.83
O -2.020 0.211 1.177 -0.56
H -2.219 -0.478 1.828 0.34
H -0.122 -1.407 -1.948 0.14
H -1.803 -1.600 -2.548 0.21
H -0.432 2.178 0.423 0.36
H 1.142 -1.751 -0.528 0.37
H 1.919 -0.257 -0.902 0.33
H 1.633 0.051 2.328 0.49
H 0.293 1.121 2.451 0.31
H 0.041 -0.613 2.685 0.29
H 2.283 -1.000 0.575 0.40
H 0.215 2.700 -1.847 0.28
H 0.593 0.932 -2.187 0.15
```

Computed properties:
E_HOMO (spin up / spin down)   -0.2636 / -0.2636 Ha
LUMO (spin up / spin down)   0.872 / 0.872 eV
HOMO-LUMO gap (spin up / spin down)   8.05 / 8.05 eV

---

Entry y
Entry from OMol25: an isolated molecule of C6H12N2O (ωB97M-V/def2-TZVPD).

The geometry in XYZ format:
```
21
Properties=species:S:1:pos:R:3:mulliken_charge:R:1
C 1.264 0.670 1.303 0.13
C -2.590 0.364 0.116 -1.19
C -1.426 -1.334 -1.435 -1.07
C -1.329 -0.129 -0.540 0.78
N 2.432 1.443 1.589 -0.58
C 1.316 0.195 -0.316 0.28
C 1.733 -1.078 -0.660 -1.30
O 0.071 1.317 1.385 -0.53
N -0.268 0.546 -0.357 -0.21
H 1.289 -0.248 1.909 0.32
H 2.420 2.323 1.082 0.23
H 2.572 1.578 2.583 0.25
H 1.746 0.997 -0.912 0.32
H -3.026 -0.445 0.708 0.31
H -3.319 0.649 -0.647 0.33
H -2.382 1.214 0.761 0.30
H -1.647 -1.021 -2.458 0.26
H -2.230 -1.994 -1.100 0.32
H -0.475 -1.866 -1.461 0.36
H 1.400 -1.940 -0.098 0.39
H 2.451 -1.241 -1.450 0.29
```

Computed properties:
E_HOMO (spin up / spin down)   -0.2892 / -0.2998 Ha
LUMO (spin up / spin down)   -0.394 / 0.270 eV
HOMO-LUMO gap (spin up / spin down)   7.48 / 8.43 eV

---

Entry z
Entry from OMol25: an isolated molecule of C6H12N2O (ωB97M-V/def2-TZVPD).

The geometry in XYZ format:
```
21
Properties=species:S:1:pos:R:3:mulliken_charge:R:1
C 1.830 0.269 1.091 -1.49
C -0.981 0.988 -1.541 -1.52
C -0.639 -0.692 0.454 -0.54
C 0.949 0.008 -0.097 -0.50
C -0.338 0.726 -0.188 2.08
N -0.594 1.819 0.760 -0.72
N -0.017 -2.325 -1.346 -0.46
C -0.263 -1.910 -0.050 -0.16
O -1.083 -0.647 1.743 -0.63
H -1.144 0.311 1.945 0.42
H 0.252 2.321 0.999 0.20
H -1.254 2.493 0.393 0.25
H 0.449 -1.626 -1.909 0.30
H 0.355 -3.261 -1.417 0.24
H -0.349 -2.728 0.660 0.40
H 2.367 1.208 0.894 0.39
H 1.324 0.382 2.059 0.32
H 2.581 -0.515 1.192 0.36
H -0.443 1.790 -2.052 0.33
H -0.976 0.098 -2.165 0.30
H -2.026 1.291 -1.424 0.42
```

Computed properties:
E_HOMO   -0.2660 Ha
LUMO   0.973 eV
HOMO-LUMO gap   8.21 eV

---

Relative energies, unit hartree: entry w 0.0000; entry x 0.0608; entry y 0.1058; entry z 0.0459